Record 1
Entry from the OMol25 dataset: a structure of composition C31H42BrMoN3P2 (ωB97M-V/def2-TZVPD).

Computed properties:
Highest occupied orbital energy (alpha / beta) = -18.396 / -18.396 eV
⟨S²⟩ = 2.499
Net charge = +4
Spin multiplicity = 3
HOMO-LUMO gap (alpha / beta) = 3.76 / 2.91 eV

```
80
C31H42BrMoN3P2 (ωB97M-V/def2-TZVPD)
C 0.0482 5.0946 -2.8242
C -0.2007 3.8044 -3.3928
C -0.4788 3.7988 -4.7811
C -0.7548 5.0080 -5.4432
N -0.6548 6.1961 -4.8497
C -0.2381 6.2469 -3.5753
C -0.1501 2.5861 -2.6588
C -0.4413 2.1486 -1.4253
C -1.3508 1.9010 -0.3354
C -0.9799 2.0284 1.0365
C -1.9654 2.2396 2.0090
C -3.3229 2.0735 1.6364
C -3.7083 1.9346 0.2903
C -2.7272 1.7948 -0.6740
Mo 0.3134 0.3135 -1.3162
P 1.9615 -0.5674 0.2359
H -0.4739 2.8820 -5.3606
H 0.4920 5.2248 -1.8381
H -1.0505 5.0143 -6.4967
H -0.1160 7.2518 -3.1513
H -2.9613 1.6372 -1.7299
H 0.0966 2.0446 1.2963
H -4.7523 1.8875 0.0035
H -1.6911 2.5573 3.0165
C 2.0249 -2.1966 1.1312
C 3.0141 -3.1950 0.5557
H 0.9961 -2.5840 1.1711
H 2.2879 -1.9815 2.1766
H 3.0929 -4.0544 1.2321
H 2.7275 -3.5780 -0.4260
H 4.0116 -2.7546 0.4734
C 2.5406 -0.8837 -1.5122
C 3.5890 0.1462 -1.9717
H 1.6338 -0.7856 -2.1975
H 2.9115 -1.9162 -1.6252
H 3.5808 0.2652 -3.0726
H 3.3350 1.1164 -1.5174
H 4.6142 -0.1657 -1.7040
C 3.2187 0.3676 1.2076
C 4.6067 -0.2746 1.2828
H 2.7969 0.4818 2.2214
H 3.2726 1.3796 0.7725
H 5.3592 0.4801 1.5410
H 4.6570 -1.0501 2.0556
H 4.9272 -0.7219 0.3362
Br -4.5591 1.7438 2.9475
P -0.8535 -1.5729 -0.9512
C 0.0402 -3.0520 -1.5152
C -0.8872 -4.2829 -1.5228
H 0.9226 -3.2650 -0.8769
H 0.4481 -2.8470 -2.5268
H -0.3063 -5.1542 -1.8590
H -1.3079 -4.4873 -0.5210
H -1.7342 -4.1239 -2.2049
C -1.9796 -2.0860 0.4464
C -3.2749 -2.7385 -0.0497
H -2.1561 -1.1879 1.0783
H -1.3740 -2.7983 1.0393
H -3.8311 -3.0447 0.8462
H -3.9249 -2.0752 -0.6385
H -3.0591 -3.6359 -0.6409
C -1.9770 -0.9401 -2.2581
C -2.3536 -2.0547 -3.2405
H -1.5041 -0.1121 -2.8481
H -2.8691 -0.5172 -1.7749
H -2.8977 -1.6181 -4.0933
H -1.4818 -2.5588 -3.6759
H -2.9447 -2.8261 -2.7456
N 0.8266 1.2703 8.6655
C 0.5355 0.8637 7.6043
C 0.1866 0.3930 6.2793
C -1.0995 0.6050 5.7663
C -1.3812 0.2288 4.4472
N -0.5070 -0.4380 3.6899
C 0.7131 -0.6490 4.1900
C 1.1262 -0.2363 5.4624
H -1.8722 1.0661 6.3804
H -2.3374 0.5025 3.9861
H 1.4177 -1.1609 3.5296
H 2.1651 -0.4059 5.7820
```


Record 2
Entry from the OMol25 dataset: a structure of composition C17H21Cl5N4OSTl (ωB97M-V/def2-TZVPD).

Computed properties:
Highest occupied orbital energy = -3.937 eV
Net charge = -1
Spin multiplicity = 1
HOMO-LUMO gap = 6.27 eV

```
50
C17H21Cl5N4OSTl (ωB97M-V/def2-TZVPD)
Tl 0.7187 0.7284 -0.9465
Cl 4.3609 -1.2786 -1.4524
C 4.4954 0.3890 -0.9576
C 3.3361 1.1323 -0.7547
C 3.5777 2.4646 -0.4123
Cl 2.2056 3.4977 -0.0976
C 4.8409 3.0332 -0.2960
Cl 5.0504 4.7114 0.0807
C 5.9611 2.2340 -0.4941
Cl 7.5503 2.9017 -0.3536
C 5.7890 0.8942 -0.8209
Cl 7.1849 -0.1029 -1.0656
S -3.3226 1.5697 -3.4256
C -4.1492 0.9884 -2.1233
N -5.0730 -0.0102 -2.1682
C -5.8120 -0.1350 -0.9232
C -4.8922 0.6048 0.0551
N -4.0859 1.4274 -0.8430
H -5.4469 -0.3016 -3.0517
H -5.9465 -1.1800 -0.6437
H -6.7974 0.3399 -0.9863
H -4.2746 -0.0961 0.6139
H -5.4421 1.2239 0.7632
H -3.2511 1.8862 -0.5156
C 0.5358 -3.0027 -3.1039
C 0.9042 -2.9761 -1.6610
N 1.1155 -1.9106 -0.9343
C 1.4323 -2.3400 0.3356
C 1.4184 -3.6987 0.3668
N 1.0799 -4.0978 -0.9128
H 0.2805 -1.9932 -3.4172
H -0.3182 -3.6601 -3.2767
H 1.3713 -3.3567 -3.7117
H 1.6006 -1.6110 1.1155
H 1.6027 -4.4094 1.1533
H 0.9901 -5.0424 -1.2356
C -1.4757 -0.2980 2.1971
C -0.2837 0.6859 2.2866
C -0.8174 2.1095 1.9939
C 0.2328 0.6613 3.7419
O 0.6994 0.3226 1.4184
H -2.3244 0.0213 2.8126
H -1.1576 -1.2924 2.5193
H -1.7689 -0.3661 1.1471
H -1.6330 2.4002 2.6648
H -1.1708 2.1545 0.9587
H 0.0019 2.8239 2.0961
H -0.5441 0.9785 4.4457
H 1.0943 1.3261 3.8274
H 0.5568 -0.3512 3.9917
```


Record 3
Entry from the OMol25 dataset: the ion C21H29N2O4S with charge +1 (ωB97M-V/def2-TZVPD).

Computed properties:
Highest occupied orbital energy = -10.672 eV
Net charge = +1
Energy relative to the best compared isomer or geometry (same formula, charge and spin) = 0.0 kcal/mol
Spin multiplicity = 1
Structure (SMILES) = CCOc1cc(C[NH+]2CCN(S(=O)(=O)Cc3ccccc3)CC2)ccc1OC
HOMO-LUMO gap = 8.55 eV

```
57
C21H29N2O4S (ωB97M-V/def2-TZVPD)
C -5.2534 -1.4090 2.3022
C -5.8824 -0.8514 1.0316
H -6.0789 -1.6485 0.3123
H -6.8227 -0.3476 1.2704
O -5.0987 0.1819 0.4474
C -3.9223 -0.0378 -0.1757
C -3.2000 1.1270 -0.4245
C -1.9855 1.1203 -1.0924
C -1.4530 -0.0915 -1.5054
C -2.1482 -1.2624 -1.2627
C -3.3818 -1.2683 -0.6198
O -4.0978 -2.4020 -0.4004
C -3.5767 -3.6445 -0.8164
H -4.3221 -4.3808 -0.5207
H -2.6286 -3.8704 -0.3196
H -3.4444 -3.6806 -1.9013
H -1.7194 -2.1906 -1.6008
H -0.5039 -0.1385 -2.0175
C -1.2425 2.4032 -1.3447
N 0.0403 2.4141 -0.5938
C 0.8829 3.5943 -0.8578
H 0.9017 3.7994 -1.9286
H 0.4472 4.4544 -0.3439
C 2.3084 3.2984 -0.3475
N 2.2922 2.3502 0.7482
S 2.5309 0.7166 0.2831
O 1.9971 -0.0905 1.3267
O 1.9122 0.5774 -1.0284
C 4.3299 0.5482 0.1507
C 4.6053 -0.9171 0.0534
C 4.4859 -1.5678 -1.1695
C 4.6973 -2.9326 -1.2539
C 5.0229 -3.6564 -0.1186
C 5.1335 -3.0135 1.1030
C 4.9203 -1.6492 1.1916
H 5.0041 -1.1491 2.1445
H 5.3858 -3.5747 1.9892
H 5.1903 -4.7202 -0.1862
H 4.6091 -3.4310 -2.2069
H 4.2287 -1.0035 -2.0537
H 4.7309 0.9978 1.0538
H 4.6327 1.0974 -0.7357
C 1.1520 2.5373 1.6182
H 1.2566 1.8399 2.4482
H 1.1911 3.5573 2.0071
C -0.1682 2.2656 0.8654
H -0.5112 1.2478 1.0557
H -0.9455 2.9654 1.1807
H 2.9127 2.8656 -1.1450
H 2.7864 4.2235 -0.0122
H 0.6004 1.5745 -0.9122
H -1.0026 2.4991 -2.4067
H -1.8410 3.2636 -1.0369
H -3.6455 2.0512 -0.0908
H -4.3258 -1.9288 2.0776
H -5.0460 -0.6035 3.0028
H -5.9409 -2.1096 2.7663
```


> Which value of spin multiplicity does entry 2 give?

1


> What is the net charge in the first record?

+4